Density functional theory data (ωB97M-V with the def2-TZVPD basis set) for C23H27N3O3 in the gas phase.

Values from the calculation:
frontier orbital gap: 7.800 eV
highest occupied orbital energy: -8.15 eV
LUMO level: -0.3512 eV
SMILES: CCN(CC)CCN1C(=O)C(=O)/C(=C(/O)c2ccc(C)cc2)[C@H]1c1cccnc1

Structure (ORCA input):
```
! RIJCOSX wB97M-V def2-TZVPD def2/J DEFGRID3
* xyz 0 1
C -2.181 -2.823 1.650
C -3.334 -1.824 1.685
N -4.208 -1.962 0.540
C -5.549 -1.458 0.730
C -5.722 0.063 0.852
C -3.621 -1.745 -0.758
C -2.899 -0.394 -1.019
N -1.467 -0.481 -0.850
C -0.674 -1.118 -1.743
O -1.056 -1.715 -2.726
C 0.770 -0.931 -1.277
O 1.744 -1.413 -1.813
C 0.691 -0.101 -0.085
C 1.677 0.227 0.784
O 1.329 0.851 1.932
C 3.098 -0.071 0.581
C 3.732 0.201 -0.629
C 5.077 -0.067 -0.780
C 5.824 -0.615 0.258
C 7.272 -0.937 0.067
C 5.189 -0.874 1.467
C 3.847 -0.597 1.634
C -0.753 0.269 0.158
C -0.951 1.757 -0.011
C -0.766 2.360 -1.251
C -0.947 3.726 -1.366
C -1.304 4.440 -0.231
N -1.478 3.878 0.952
C -1.306 2.573 1.056
H -1.642 -2.794 2.594
H -2.570 -3.826 1.499
H -1.480 -2.601 0.849
H -2.932 -0.802 1.793
H -3.940 -2.026 2.573
H -5.939 -1.926 1.640
H -6.155 -1.815 -0.108
H -5.077 0.466 1.629
H -6.753 0.288 1.115
H -5.497 0.560 -0.089
H -2.901 -2.544 -0.956
H -4.423 -1.850 -1.491
H -3.095 -0.103 -2.056
H -3.270 0.387 -0.356
H 2.117 1.034 2.462
H 3.171 0.634 -1.440
H 5.558 0.148 -1.723
H 7.748 -0.211 -0.587
H 7.370 -1.919 -0.396
H 7.797 -0.959 1.019
H 5.751 -1.300 2.286
H 3.368 -0.831 2.576
H -1.067 -0.022 1.169
H -0.489 1.761 -2.109
H -0.814 4.226 -2.313
H -1.459 5.510 -0.266
H -1.454 2.157 2.045
*
```

Mulliken atomic charge list, values in e, 2 entries:
1 C -1.41
2 C -0.04

=====

Density functional theory data (ωB97M-V with the def2-TZVPD basis set) for C23H27N3O3S in the gas phase.

Values from the calculation:
frontier orbital gap: 8.739 eV
highest occupied orbital energy: -8.31 eV
LUMO level: 0.4309 eV
SMILES: COc1ccc([C@@H]2CC(=O)n3nc([C@]45C[C@H]6C[C@H](C[C@H](C6)C4)C5)nc3S2)cc1OC

Structure (ORCA input):
```
! RIJCOSX wB97M-V def2-TZVPD def2/J DEFGRID3
* xyz 0 1
C 1.173 -1.262 5.503
O 1.578 -2.155 4.494
C 1.999 -1.643 3.310
C 2.079 -0.298 3.000
C 2.519 0.126 1.752
C 2.894 -0.796 0.795
C 3.352 -0.423 -0.586
C 3.524 1.060 -0.867
C 2.279 1.904 -0.664
O 2.305 3.055 -0.328
N 1.091 1.247 -0.959
N -0.123 1.840 -0.842
C -0.971 0.967 -1.308
C -2.441 1.171 -1.390
C -2.839 2.527 -0.809
C -4.354 2.698 -0.916
C -4.774 2.632 -2.384
C -4.379 1.275 -2.965
C -5.078 0.162 -2.186
C -4.657 0.230 -0.719
C -5.053 1.586 -0.136
C -3.145 0.050 -0.612
C -2.866 1.098 -2.864
N -0.381 -0.195 -1.731
C 0.884 -0.007 -1.500
S 2.151 -1.118 -1.827
C 2.822 -2.158 1.102
C 2.381 -2.595 2.334
O 2.276 -3.895 2.712
C 2.605 -4.892 1.776
H 0.875 -1.887 6.343
H 0.320 -0.654 5.185
H 1.992 -0.605 5.813
H 1.796 0.449 3.724
H 2.568 1.186 1.565
H 4.281 -0.950 -0.824
H 3.832 1.193 -1.910
H 4.311 1.478 -0.236
H -2.522 2.585 0.234
H -2.325 3.322 -1.351
H -4.637 3.671 -0.499
H -4.288 3.433 -2.946
H -5.855 2.772 -2.468
H -4.676 1.227 -4.019
H -4.808 -0.810 -2.605
H -6.161 0.274 -2.268
H -5.155 -0.569 -0.159
H -4.767 1.635 0.917
H -6.136 1.714 -0.195
H -2.836 0.084 0.435
H -2.843 -0.916 -1.023
H -2.358 1.883 -3.427
H -2.564 0.134 -3.277
H 3.108 -2.867 0.340
H 2.423 -5.839 2.283
H 3.658 -4.837 1.481
H 1.973 -4.832 0.884
*
```

Mulliken atomic charge list, values in e, 2 entries:
1 C -0.93
2 O -0.42

=====

Density functional theory data (ωB97M-V with the def2-TZVPD basis set) for C23H27N3O5 in the gas phase.

Values from the calculation:
frontier orbital gap: 8.237 eV
highest occupied orbital energy: -8.13 eV
LUMO level: 0.1044 eV
SMILES: COC[C@H](C)n1c(C)cc(C(=O)COC(=O)C2=NN(c3ccccc3)C(=O)CC2)c1C

Structure (ORCA input):
```
! RIJCOSX wB97M-V def2-TZVPD def2/J DEFGRID3
* xyz 0 1
C 3.412 2.499 -1.707
O 3.092 1.203 -2.143
C 1.737 0.872 -1.956
C 1.543 -0.558 -2.487
C 1.521 -0.601 -4.013
N 0.406 -1.209 -1.871
C 0.546 -2.162 -0.880
C 1.861 -2.628 -0.364
C -0.694 -2.563 -0.488
C -1.643 -1.841 -1.264
C -3.082 -1.898 -1.159
O -3.864 -1.551 -2.021
C -3.601 -2.381 0.207
O -2.973 -1.581 1.201
C -2.264 -2.170 2.155
O -2.270 -3.349 2.415
C -1.415 -1.176 2.863
N -1.173 -0.098 2.230
N -0.350 0.847 2.723
C -0.055 1.870 1.779
C 1.044 2.709 1.914
C 1.266 3.701 0.973
C 0.418 3.854 -0.109
C -0.660 2.997 -0.256
C -0.900 2.009 0.679
C 0.015 0.894 4.058
O 0.741 1.744 4.517
C -0.644 -0.164 4.927
C -0.818 -1.491 4.199
C -0.915 -1.011 -2.114
C -1.480 -0.035 -3.079
H 4.473 2.637 -1.904
H 3.215 2.616 -0.635
H 2.836 3.255 -2.253
H 1.097 1.592 -2.487
H 1.473 0.914 -0.887
H 2.431 -1.108 -2.163
H 2.498 -0.296 -4.377
H 1.317 -1.613 -4.355
H 0.778 0.069 -4.429
H 2.448 -1.803 0.040
H 2.447 -3.121 -1.141
H 1.686 -3.347 0.432
H -0.900 -3.322 0.239
H -4.682 -2.224 0.257
H -3.372 -3.440 0.372
H 1.713 2.607 2.751
H 2.112 4.361 1.095
H 0.597 4.636 -0.833
H -1.329 3.102 -1.098
H -1.738 1.340 0.571
H -0.052 -0.269 5.837
H -1.624 0.236 5.212
H -1.453 -2.181 4.755
H 0.150 -1.981 4.046
H -0.959 0.919 -3.037
H -2.530 0.115 -2.842
H -1.432 -0.424 -4.096
*
```

Mulliken atomic charge list, values in e, 2 entries:
1 C -0.59
2 O -0.41

=====

Density functional theory data (ωB97M-V with the def2-TZVPD basis set) for C23H27N3O5S in the gas phase.

Values from the calculation:
frontier orbital gap: 8.652 eV
highest occupied orbital energy: -8.51 eV
LUMO level: 0.1376 eV
SMILES: CCCCCn1c(SCC(=O)OCC)nc2cc(C(=O)NCc3ccco3)ccc2c1=O

Structure (ORCA input):
```
! RIJCOSX wB97M-V def2-TZVPD def2/J DEFGRID3
* xyz 0 1
C -4.346 -3.307 -3.484
C -5.050 -2.550 -2.365
C -4.205 -2.508 -1.095
C -4.909 -1.744 0.024
C -4.129 -1.784 1.341
N -2.816 -1.179 1.213
C -2.659 0.170 1.210
S -4.078 1.161 1.499
C -3.346 2.765 1.111
C -2.808 2.750 -0.310
O -3.174 1.996 -1.170
O -1.931 3.733 -0.471
C -1.366 3.901 -1.776
C -0.114 3.058 -1.958
N -1.550 0.797 1.034
C -0.419 0.066 0.820
C 0.795 0.724 0.612
C 1.948 0.002 0.371
C 3.205 0.778 0.137
O 3.397 1.871 0.631
N 4.086 0.192 -0.707
C 5.391 0.765 -0.979
C 6.481 -0.064 -0.384
C 6.947 -0.160 0.894
C 7.958 -1.152 0.874
C 8.027 -1.587 -0.413
O 7.135 -0.940 -1.181
C 1.914 -1.399 0.384
C 0.728 -2.058 0.611
C -0.450 -1.339 0.817
C -1.715 -2.031 1.040
O -1.850 -3.236 1.085
H -4.140 -4.331 -3.181
H -3.402 -2.827 -3.731
H -4.964 -3.330 -4.379
H -6.006 -3.031 -2.147
H -5.259 -1.529 -2.690
H -3.251 -2.026 -1.322
H -3.989 -3.526 -0.763
H -5.058 -0.707 -0.283
H -5.890 -2.183 0.208
H -3.960 -2.821 1.641
H -4.680 -1.259 2.126
H -2.551 3.000 1.817
H -4.151 3.496 1.193
H -1.138 4.966 -1.851
H -2.121 3.627 -2.522
H -0.353 2.005 -1.829
H 0.281 3.209 -2.959
H 0.644 3.340 -1.233
H 0.830 1.801 0.644
H 3.889 -0.718 -1.090
H 5.384 1.761 -0.530
H 5.541 0.841 -2.060
H 6.612 0.409 1.737
H 8.547 -1.489 1.701
H 8.645 -2.321 -0.891
H 2.821 -1.970 0.252
H 0.678 -3.137 0.637
*
```

Mulliken atomic charge list, values in e, 2 entries:
1 C -1.31
2 C -0.37

=====

Density functional theory data (ωB97M-V with the def2-TZVPD basis set) for C23H27N3O6S in the gas phase.

Values from the calculation:
frontier orbital gap: 8.262 eV
highest occupied orbital energy: -8.56 eV
LUMO level: -0.2963 eV
SMILES: COc1cccc(NS(=O)(=O)c2ccc3[nH]cc(C(=O)NCCCOC(C)C)c(=O)c3c2)c1

Structure (ORCA input):
```
! RIJCOSX wB97M-V def2-TZVPD def2/J DEFGRID3
* xyz 0 1
C -1.492 1.951 2.608
O -0.164 2.126 2.168
C 0.044 2.735 0.976
C 1.375 2.835 0.559
C 1.677 3.443 -0.640
C 0.673 3.943 -1.456
C -0.649 3.843 -1.046
N -1.689 4.333 -1.848
S -3.042 3.408 -2.194
O -3.753 4.135 -3.201
O -3.709 3.062 -0.979
C -2.331 1.936 -2.928
C -2.405 1.755 -4.304
C -1.798 0.664 -4.884
C -1.076 -0.238 -4.091
N -0.444 -1.318 -4.644
C 0.279 -2.169 -3.887
C 0.446 -2.027 -2.545
C 1.314 -3.053 -1.873
O 1.739 -4.019 -2.486
N 1.578 -2.793 -0.587
C 2.386 -3.648 0.249
C 1.944 -3.544 1.705
C 2.319 -2.187 2.321
O 1.995 -2.085 3.683
C 0.622 -1.855 3.993
C 0.058 -3.053 4.759
C 0.526 -0.578 4.828
C -0.189 -0.926 -1.841
O -0.092 -0.707 -0.635
C -0.987 -0.039 -2.703
C -1.648 1.051 -2.132
C -0.965 3.253 0.174
H -1.996 2.911 2.756
H -2.069 1.344 1.905
H -1.418 1.430 3.561
H 2.146 2.430 1.193
H 2.706 3.521 -0.956
H 0.913 4.412 -2.399
H -1.391 4.843 -2.665
H -2.955 2.477 -4.887
H -1.864 0.500 -5.950
H -0.520 -1.468 -5.640
H 0.755 -3.003 -4.385
H 1.138 -1.976 -0.172
H 3.443 -3.364 0.160
H 2.282 -4.672 -0.122
H 2.424 -4.332 2.287
H 0.863 -3.688 1.762
H 3.406 -2.060 2.278
H 1.851 -1.368 1.757
H 0.053 -1.716 3.063
H 0.620 -3.191 5.679
H -0.988 -2.885 5.002
H 0.142 -3.960 4.166
H 1.159 -0.672 5.706
H -0.501 -0.413 5.147
H 0.862 0.276 4.245
H -1.599 1.182 -1.064
H -2.003 3.205 0.456
*
```

Mulliken atomic charge list, values in e, 2 entries:
1 C -0.76
2 O -0.37

=====

Density functional theory data (ωB97M-V with the def2-TZVPD basis set) for a molecular structure, C23H27N3O6S.

Values from the calculation:
frontier orbital gap: 7.415 eV
highest occupied orbital energy: -7.34 eV
LUMO level: 0.0706 eV

Structure (ORCA input):
```
! RIJCOSX wB97M-V def2-TZVPD def2/J DEFGRID3
* xyz 0 1
C -6.760 -0.220 0.500
H -7.132 -1.188 0.179
O -5.463 -0.304 1.119
C -4.541 -1.108 0.545
C -4.606 -1.832 -0.846
C -3.577 -2.412 -1.126
C -2.449 -2.562 -0.261
C -2.354 -1.835 0.713
C -3.485 -1.162 1.237
H -3.360 -0.767 2.293
H -1.502 -1.703 1.463
C -1.278 -3.065 -1.122
N 0.009 -3.356 -0.273
C 1.083 -2.309 -0.355
O 1.189 -1.722 -1.505
C 2.049 -2.519 0.838
N 3.200 -1.671 0.566
C 4.394 -2.009 0.379
O 4.827 -3.025 0.231
C 5.456 -0.823 0.275
H 6.246 -1.247 -0.568
O 4.926 0.436 -0.260
C 3.801 0.870 0.020
C 3.444 2.157 0.018
C 2.253 2.748 -0.045
C 1.395 1.708 0.654
C 1.603 0.156 0.793
C 2.881 0.015 0.410
H 0.730 -0.328 1.288
S -0.294 2.218 1.201
O -0.164 3.678 1.642
O -0.964 1.200 1.797
N -1.211 2.466 -0.212
C -1.841 1.125 -0.862
C -1.033 0.671 -2.018
C -0.728 2.070 -2.985
C -0.058 3.047 -2.497
C -0.936 3.524 -0.873
H -0.451 4.318 -0.536
H -1.999 4.041 -1.413
H 0.128 3.796 -2.858
H 0.760 2.796 -1.736
H -0.253 1.471 -3.821
H -1.780 2.055 -3.401
H -0.144 0.412 -1.748
H -1.386 -0.148 -2.506
H -1.824 0.394 -0.012
H -2.697 1.368 -1.142
H 2.042 3.718 0.036
H 4.142 2.833 -0.481
H 5.922 -0.633 1.116
H 1.687 -2.316 1.647
H 2.796 -3.406 0.569
H -0.008 -3.792 0.790
H -0.747 -2.731 -1.828
H -1.411 -4.097 -1.051
H -3.585 -2.829 -2.231
H -5.593 -1.584 -1.258
H -6.606 0.430 -0.492
H -7.323 0.347 1.351
*
```

Mulliken atomic charge list, values in e, 2 entries:
1 C -0.85
2 H 0.37

=====

Density functional theory data (ωB97M-V with the def2-TZVPD basis set) for C23H27N3O7 in the gas phase.

Values from the calculation:
frontier orbital gap: 7.975 eV
highest occupied orbital energy: -7.87 eV
LUMO level: 0.1054 eV
SMILES: Cc1oc2c(c(C)cc3oc(=O)c(CC(=O)N[C@@H](CCCNC(N)=O)C(=O)O)c(C)c32)c1C

Structure (ORCA input):
```
! RIJCOSX wB97M-V def2-TZVPD def2/J DEFGRID3
* xyz 0 1
C -0.651 1.230 -5.970
C 0.217 0.654 -4.908
O 0.101 1.187 -3.656
C 0.959 0.520 -2.854
C 1.642 -0.458 -3.595
C 2.577 -1.303 -2.970
C 3.319 -2.361 -3.718
C 2.769 -1.129 -1.620
C 2.070 -0.167 -0.887
O 2.332 -0.136 0.437
C 1.654 0.669 1.284
O 1.890 0.574 2.476
C 0.698 1.600 0.717
C -0.059 2.411 1.734
C -1.168 1.492 2.236
O -2.255 1.409 1.685
N -0.807 0.739 3.284
C -1.665 -0.239 3.899
C -0.965 -1.601 4.053
C -0.340 -2.146 2.768
C -1.336 -2.551 1.674
N -1.852 -1.451 0.901
C -1.424 -1.174 -0.359
N -2.096 -0.125 -0.933
O -0.581 -1.825 -0.950
C -2.087 0.243 5.283
O -1.593 1.159 5.878
O -3.082 -0.501 5.778
C 0.465 1.654 -0.626
C -0.468 2.683 -1.189
C 1.149 0.717 -1.473
C 1.137 -0.346 -4.937
C 1.513 -1.150 -6.133
H -1.188 2.085 -5.570
H -1.374 0.493 -6.318
H -0.055 1.553 -6.822
H 2.625 -3.115 -4.084
H 3.840 -1.938 -4.573
H 4.043 -2.846 -3.069
H 3.454 -1.759 -1.075
H 0.604 2.679 2.556
H -0.494 3.306 1.297
H 0.147 0.799 3.620
H -2.573 -0.329 3.294
H -1.694 -2.313 4.444
H -0.169 -1.486 4.793
H 0.363 -1.421 2.361
H 0.232 -3.035 3.040
H -0.823 -3.195 0.954
H -2.170 -3.106 2.116
H -2.495 -0.803 1.325
H -2.513 0.560 -0.321
H -1.718 0.216 -1.800
H -3.329 -0.192 6.664
H -0.032 3.674 -1.049
H -0.637 2.535 -2.248
H -1.423 2.661 -0.669
H 1.353 -2.210 -5.946
H 0.909 -0.853 -6.986
H 2.563 -1.003 -6.384
*
```

Mulliken atomic charge list, values in e, 2 entries:
1 C -1.65
2 C 0.60

=====

Density functional theory data (ωB97M-V with the def2-TZVPD basis set) for C23H27N3O8 in the gas phase.

Values from the calculation:
frontier orbital gap: 8.032 eV
highest occupied orbital energy: -8.10 eV
LUMO level: -0.0653 eV
SMILES: CCOC(=O)[C@@H](Cc1ccc(OC)c([N+](=O)[O-])c1)NC(=O)CCC(=O)Nc1ccc(OC)cc1

Structure (ORCA input):
```
! RIJCOSX wB97M-V def2-TZVPD def2/J DEFGRID3
* xyz 0 1
C -0.543 1.003 -7.164
C 0.448 -0.134 -6.963
O 0.908 -0.190 -5.608
C 0.141 -0.834 -4.731
O -0.896 -1.381 -4.994
C 0.754 -0.766 -3.332
C 0.578 0.668 -2.803
C 0.896 0.822 -1.341
C 0.216 1.776 -0.591
C 0.478 1.979 0.750
C 1.403 1.181 1.418
O 1.756 1.312 2.712
C 1.285 2.429 3.432
C 2.059 0.193 0.667
N 2.959 -0.726 1.310
O 4.019 -0.947 0.773
O 2.574 -1.259 2.333
C 1.842 0.043 -0.695
N 0.142 -1.741 -2.471
C 0.837 -2.788 -1.983
O 2.015 -2.967 -2.228
C 0.043 -3.698 -1.064
C 0.229 -3.258 0.390
C -0.563 -2.000 0.723
O -1.334 -1.474 -0.057
N -0.334 -1.574 1.989
C -0.973 -0.559 2.709
C -0.633 -0.406 4.049
C -1.243 0.554 4.835
C -2.209 1.391 4.285
O -2.864 2.381 4.959
C -2.605 2.542 6.332
C -2.542 1.243 2.938
C -1.937 0.282 2.157
H -0.825 1.058 -8.211
H -0.098 1.949 -6.866
H -1.436 0.827 -6.569
H -0.016 -1.092 -7.217
H 1.349 0.015 -7.561
H 1.815 -1.028 -3.411
H -0.459 0.977 -2.963
H 1.219 1.328 -3.394
H -0.535 2.386 -1.068
H -0.062 2.744 1.283
H 1.596 3.363 2.955
H 0.197 2.409 3.536
H 1.745 2.351 4.415
H 2.409 -0.714 -1.216
H -0.809 -1.589 -2.165
H -1.015 -3.676 -1.323
H 0.429 -4.711 -1.182
H 1.289 -3.097 0.596
H -0.120 -4.050 1.058
H 0.414 -2.027 2.502
H 0.126 -1.042 4.480
H -0.955 0.639 5.871
H -3.253 3.354 6.660
H -2.848 1.636 6.896
H -1.561 2.817 6.516
H -3.291 1.898 2.522
H -2.210 0.172 1.121
*
```

Mulliken atomic charge list, values in e, 2 entries:
1 C -1.11
2 C -0.28